(1)
{
  "formula": "CH10N2O2",
  "method": "wB97M-V/def2-TZVPD",
  "fmax_ev_per_a": 3.8,
  "e_homo_ev": -10.00,
  "smiles": "NCN.O.O",
  "total_energy_ev": -8273.2144,
  "homo_lumo_gap_ha": 0.381,
  "symbols": ["N", "C", "N", "H", "H", "H", "H", "H", "H", "O", "H", "H", "O", "H", "H"],
  "xyz": [[-0.8966, -1.6176, 0.2527], [-0.4657, -0.3727, 0.9954], [0.6856, 0.4416, 0.6504], [0.0478, -2.1185, 0.2507], [-1.0261, -1.2524, -0.7576], [-0.2988, -0.8307, 1.9631], [-1.4443, 0.3199, 1.0916], [0.8967, 0.6758, -0.3931], [1.5143, -0.0366, 0.7552], [0.4008, 3.0735, 1.5198], [0.3204, 3.2798, 2.4070], [0.4834, 2.0841, 1.6419], [-0.0323, -1.6867, -3.1813], [0.2605, -0.8417, -3.4819], [0.5692, -1.9058, -2.4795]],
  "forces_ev_per_a": [[2.589, 1.895, -2.118], [-3.333, 0.328, 0.374], [-0.707, 1.041, -3.131], [-1.788, 0.182, -0.454], [0.145, -1.270, 1.729], [0.282, 0.698, 0.580], [2.347, -1.431, -0.307], [-1.831, -0.082, 2.020], [2.261, -1.714, 1.393], [0.288, -2.225, -1.670], [-0.347, 1.580, 2.850], [0.078, 0.981, -1.265], [-0.642, -0.617, -0.001], [0.249, 0.936, -0.464], [0.411, -0.302, 0.465]]
}

=====

(2)
{
  "formula": "CH10N2O3",
  "method": "wB97M-V/def2-TZVPD",
  "fmax_ev_per_a": 3.5,
  "e_homo_ev": -8.89,
  "total_energy_ev": -10313.8568,
  "homo_lumo_gap_ha": 0.130,
  "symbols": ["N", "C", "N", "H", "H", "H", "H", "H", "H", "O", "H", "H", "O", "H", "H", "O"],
  "xyz": [[0.5802, -1.3331, -1.1637], [1.3272, -0.1237, -1.6170], [0.4765, 1.0343, -1.7408], [-0.2956, -1.2464, -1.7671], [0.2090, -0.9946, -0.2465], [1.8841, -0.4669, -2.5101], [-0.0667, 1.1120, -2.5700], [-2.0746, -0.1699, 3.2804], [-1.4906, 0.0828, 0.6184], [-1.3354, -0.0836, 2.6622], [2.1631, 0.0803, -0.8593], [-0.6768, 0.7210, -0.7179], [-1.4927, 0.2646, -0.3332], [1.2959, 0.9558, 1.7929], [-0.0641, 0.0236, 2.1027], [0.7977, 0.1610, 1.5348]],
  "forces_ev_per_a": [[-2.438, 2.138, -0.400], [3.497, 0.544, -0.002], [1.141, -1.699, 2.183], [1.031, -1.064, 0.981], [0.384, -0.885, -0.328], [-0.701, 0.665, -0.221], [-0.542, -0.449, -1.487], [0.403, 0.006, -0.236], [0.669, 0.396, 0.888], [-0.851, -0.099, -0.426], [-1.609, -0.097, -0.767], [-0.704, 0.395, 1.459], [-0.809, 0.131, -1.430], [-0.700, -0.523, 0.117], [1.019, 0.607, -0.039], [0.211, -0.066, -0.293]]
}

=====

(3)
{
  "formula": "CH10N3O2",
  "method": "wB97M-V/def2-TZVPD",
  "multiplicity": 2,
  "s_squared": 0.763,
  "fmax_ev_per_a": 3.0,
  "e_homo_ev": [-18.29, -17.82],
  "charge": 2,
  "total_energy_ev": -9744.4544,
  "homo_lumo_gap_ha": [0.341, 0.107],
  "symbols": ["N", "C", "N", "N", "H", "H", "H", "H", "H", "H", "H", "H", "O", "H", "H", "O"],
  "xyz": [[2.2785, 0.0510, -1.2983], [1.1783, 0.7883, -1.3973], [0.0290, 0.3264, -0.8610], [1.1615, 1.9587, -2.1152], [2.1268, -0.9187, -0.9965], [3.0750, 0.1162, -1.9341], [-0.0523, -0.2704, 0.0156], [-0.7960, 0.8665, -1.1137], [2.0867, 2.3949, -2.0857], [0.5302, 2.5998, -1.6283], [-1.2428, -1.0699, 1.8934], [0.2455, -1.0400, 2.0802], [-0.4214, -1.0098, 1.3600], [-2.9344, -1.7408, 3.3443], [-4.1163, -1.5071, 2.3105], [-3.1484, -1.5453, 2.4261]],
  "forces_ev_per_a": [[-1.315, -1.452, -0.094], [2.094, 1.062, -1.935], [-0.343, 0.626, 0.307], [0.087, -0.826, 2.756], [0.308, 0.269, 0.192], [0.069, 0.634, 0.164], [-0.376, -0.910, 0.810], [-0.543, -0.154, -0.110], [-0.004, 0.058, -0.800], [-0.328, 0.393, -0.844], [-0.805, -0.030, -0.737], [-0.024, -0.042, -0.623], [0.816, 0.310, 0.805], [-0.636, -0.129, 0.157], [0.593, -0.088, 0.330], [0.407, 0.279, -0.379]]
}

=====

(4)
{
  "formula": "CH10N6",
  "method": "wB97M-V/def2-TZVPD",
  "fmax_ev_per_a": 2.1,
  "e_homo_ev": -6.43,
  "total_energy_ev": -10136.5130,
  "homo_lumo_gap_ha": 0.264,
  "symbols": ["C", "N", "N", "N", "N", "N", "N", "H", "H", "H", "H", "H", "H", "H", "H", "H", "H"],
  "xyz": [[0.9752, 0.0831, -0.4384], [-1.3053, 0.6359, 0.6808], [0.6499, -1.1975, -0.3338], [0.8374, 0.7195, -1.6782], [1.7732, 0.7320, 0.5148], [-2.4480, 0.1329, -0.0106], [0.4627, -1.9112, 0.7959], [0.0872, -1.5561, -1.1036], [-1.4950, 1.5880, 0.9791], [2.0422, 0.0877, 1.2518], [2.6006, 1.1461, 0.0978], [-0.0245, 0.4683, -2.1444], [0.9071, 1.7246, -1.5862], [-3.1377, -0.2417, 0.6457], [-2.1465, -0.6623, -0.5685], [1.2378, -1.7614, 1.4432], [-1.0164, 0.0121, 1.4546]],
  "forces_ev_per_a": [[1.195, -0.738, -0.926], [-0.072, -0.114, 0.401], [-0.268, 2.086, -0.322], [0.192, -0.087, 0.571], [-0.704, -0.735, -0.396], [-0.196, -0.168, 0.170], [-0.176, -1.054, 1.108], [0.253, 0.136, 0.135], [0.015, -0.389, 0.105], [-0.113, 0.154, -0.040], [-0.189, 0.023, 0.008], [0.004, 0.121, 0.021], [-0.116, -0.101, -0.020], [0.199, 0.088, -0.188], [0.018, 0.136, 0.118], [0.121, 0.112, -0.269], [-0.165, 0.530, -0.477]]
}

=====

(5)
{
  "formula": "CH10NO2",
  "method": "wB97M-V/def2-TZVPD",
  "fmax_ev_per_a": 1.3,
  "e_homo_ev": -15.81,
  "charge": 1,
  "total_energy_ev": -6769.8102,
  "homo_lumo_gap_ha": 0.151,
  "symbols": ["C", "N", "H", "H", "H", "H", "H", "H", "H", "H", "O", "H", "H", "O"],
  "xyz": [[-0.5072, -0.0551, 2.4949], [0.3265, 0.2107, -2.2233], [-0.5718, -0.2384, 1.4218], [-0.5225, 1.0438, 2.6236], [0.3884, -0.4999, 2.9237], [-1.4069, -0.4583, 2.9757], [-0.5629, 0.4462, -2.7095], [1.1394, 0.4333, -2.8251], [0.4052, 0.9849, -1.1964], [0.2249, 2.5476, -0.6764], [0.4959, 1.6501, -0.3929], [0.1169, -2.8268, -0.6582], [0.2599, -1.3532, -1.2808], [0.2140, -1.8848, -0.4771]],
  "forces_ev_per_a": [[-0.523, 0.433, -0.162], [-0.097, 0.379, -0.144], [0.113, -0.243, 0.125], [0.166, -0.394, 0.160], [-0.038, 0.119, -0.069], [0.283, 0.082, -0.067], [0.273, 0.111, -0.077], [-0.117, 0.099, -0.159], [-0.087, -1.055, 0.681], [0.029, 0.054, 0.164], [-0.012, 0.648, -0.539], [0.014, 0.040, -0.150], [0.032, -0.283, -0.155], [-0.035, 0.011, 0.393]]
}

=====

(6)
{
  "formula": "CH10NO3",
  "method": "wB97M-V/def2-TZVPD",
  "fmax_ev_per_a": 3.8,
  "e_homo_ev": -14.76,
  "charge": 1,
  "total_energy_ev": -8824.0706,
  "homo_lumo_gap_ha": 0.372,
  "symbols": ["C", "N", "H", "H", "H", "H", "H", "H", "O", "H", "H", "O", "H", "H", "O"],
  "xyz": [[0.3761, 1.0319, -0.8573], [0.5227, 0.3943, -1.9460], [-0.2469, 0.8993, 0.0922], [0.8711, 2.0719, -0.9324], [1.1381, 0.7450, -2.7115], [0.0786, -0.5585, -2.0130], [0.3758, -2.9554, -0.9112], [-0.8894, -2.4324, -1.6015], [0.0898, -2.3484, -1.5856], [1.4279, 0.1605, 2.4773], [0.8367, -1.3278, 3.0133], [0.9985, -0.6730, 2.3688], [-1.8365, 2.2872, 1.1032], [-1.9539, 1.3802, 2.2199], [-1.7886, 1.3251, 1.2837]],
  "forces_ev_per_a": [[0.712, 3.706, 0.183], [-0.567, -1.390, 0.136], [0.561, -0.936, -1.418], [-0.583, -1.666, 0.591], [-0.810, -0.393, 0.845], [0.969, 0.497, -0.128], [0.320, -0.355, 0.508], [0.861, -0.276, 0.018], [-1.514, 0.645, -0.608], [0.445, 0.029, 1.508], [0.419, -0.054, 1.749], [-0.849, 0.075, -3.300], [-0.089, -0.614, -0.410], [-0.062, -0.737, 0.877], [0.185, 1.468, -0.550]]
}

=====

(7)
{
  "formula": "CH10NO3",
  "method": "wB97M-V/def2-TZVPD",
  "fmax_ev_per_a": 1.8,
  "e_homo_ev": -14.74,
  "charge": 1,
  "total_energy_ev": -8824.5438,
  "homo_lumo_gap_ha": 0.360,
  "symbols": ["C", "N", "H", "H", "H", "H", "H", "H", "O", "H", "H", "O", "H", "H", "O"],
  "xyz": [[1.5841, -1.9296, 0.1135], [0.4154, -1.5027, 0.3545], [2.0811, -2.7442, 0.6645], [2.1297, -1.2245, -0.5338], [0.1110, -0.6864, -0.2041], [-0.2982, -1.7287, 1.0551], [-0.3806, 1.6852, 0.5058], [0.5377, 1.9109, -0.5931], [0.0471, 1.1663, -0.2142], [-1.0784, 1.2041, 3.2783], [-2.0678, 2.0296, 2.5571], [-1.6639, 1.1431, 2.5140], [-0.7033, -0.4192, -3.5536], [-0.6133, 0.9439, -2.8663], [-0.1007, 0.1522, -3.0776]],
  "forces_ev_per_a": [[0.539, 0.854, 0.842], [-0.975, 0.730, -0.441], [-0.502, 0.317, -0.401], [0.048, -1.065, -0.201], [0.159, 0.211, 0.234], [0.675, -0.905, -0.122], [-0.161, -1.147, -0.095], [0.321, -0.552, -0.591], [-0.213, 1.644, 0.776], [0.108, -0.366, 0.070], [-0.197, -0.528, -0.268], [0.189, 0.948, 0.110], [-0.170, -0.096, -0.255], [0.059, -0.220, -0.096], [0.122, 0.174, 0.438]]
}

=====

(8)
{
  "formula": "CH10NO3",
  "method": "wB97M-V/def2-TZVPD",
  "fmax_ev_per_a": 1.1,
  "e_homo_ev": -13.86,
  "charge": 1,
  "total_energy_ev": -8825.0428,
  "homo_lumo_gap_ha": 0.343,
  "symbols": ["C", "N", "H", "H", "H", "H", "H", "H", "O", "H", "H", "O", "H", "H", "O"],
  "xyz": [[-0.4293, 0.9398, -1.3269], [0.6661, 0.7574, -0.7163], [-0.5775, 0.5693, -2.3309], [-1.1872, 1.4975, -0.7886], [0.7505, 0.9778, 0.2984], [1.5133, 0.3528, -1.1479], [-4.3118, -3.0712, 2.0753], [-4.7608, -2.7067, 0.7255], [-4.1054, -2.4759, 1.3725], [3.5675, 0.9401, -2.3552], [4.1072, -0.0147, -1.3334], [3.2964, 0.4002, -1.6130], [-0.2602, 0.9036, 2.3545], [1.1626, 0.3849, 2.7594], [0.5686, 0.5450, 2.0266]],
  "forces_ev_per_a": [[0.321, 0.176, 0.485], [0.144, -0.099, 0.138], [0.036, 0.174, -0.145], [-0.315, -0.285, -0.194], [0.067, -0.028, -0.233], [-0.083, -0.076, -0.016], [-0.015, -0.572, 0.981], [-0.438, 0.008, -0.683], [0.477, 0.590, -0.313], [-0.009, 0.263, -0.328], [0.378, -0.424, 0.345], [-0.472, 0.144, -0.058], [0.062, -0.082, 0.478], [0.013, 0.063, 0.338], [-0.166, 0.148, -0.795]]
}

=====

(9)
{
  "formula": "CH10NO4",
  "method": "wB97M-V/def2-TZVPD",
  "fmax_ev_per_a": 1.4,
  "e_homo_ev": -4.54,
  "charge": -1,
  "total_energy_ev": -10880.7819,
  "homo_lumo_gap_ha": 0.319,
  "symbols": ["N", "C", "O", "H", "H", "H", "H", "H", "H", "O", "H", "H", "O", "H", "H", "O"],
  "xyz": [[1.9929, 1.0530, 0.4946], [1.3764, 0.2256, -0.5761], [0.1850, -0.3759, -0.2206], [1.3525, 1.8226, 0.6935], [2.0006, 0.5139, 1.3512], [1.3137, 0.8715, -1.4649], [2.1470, -0.5468, -0.7208], [-0.6999, -0.4072, 1.1429], [-1.9126, -1.3617, 1.1426], [-1.3780, -0.8345, 1.7456], [-0.6194, 1.1719, 0.1392], [-1.9545, 2.0000, 0.4019], [-1.0731, 2.0467, 0.0342], [-0.4057, -1.7707, -0.8463], [-1.3601, -1.9401, -2.0083], [-0.9648, -2.4683, -1.3088]],
  "forces_ev_per_a": [[-0.395, 0.632, -0.257], [0.325, -0.784, 1.150], [0.432, 0.955, -0.273], [0.139, -0.034, -0.055], [-0.016, -0.281, 0.003], [-0.058, -0.034, -0.018], [0.007, -0.049, -0.566], [-0.219, -0.882, 0.121], [0.230, 0.008, -0.069], [-0.220, 0.421, 0.318], [-0.569, -0.190, -0.407], [0.015, -0.419, 0.186], [0.398, 0.625, -0.095], [-0.103, 0.030, -0.058], [-0.041, -0.063, -0.007], [0.076, 0.064, 0.026]]
}

=====

(10)
{
  "formula": "CH10O3S2",
  "method": "wB97M-V/def2-TZVPD",
  "fmax_ev_per_a": 1.9,
  "e_homo_ev": -8.84,
  "smiles": "CSS.O.O.O",
  "total_energy_ev": -29011.6082,
  "homo_lumo_gap_ha": 0.328,
  "symbols": ["C", "S", "S", "H", "H", "H", "H", "O", "H", "H", "O", "H", "H", "O", "H", "H"],
  "xyz": [[-1.6334, 0.9893, 1.3760], [-0.3042, 2.1615, 1.6539], [0.7045, 2.3714, -0.1928], [-2.2860, 1.2571, 0.5622], [-2.2618, 1.1042, 2.2824], [-1.2503, 0.0060, 1.1428], [-0.0693, 3.2328, -0.9257], [-1.6714, -1.2602, -1.0850], [-0.8279, -1.6540, -0.8266], [-2.0845, -1.8645, -1.7087], [1.7815, -0.9903, -1.2008], [0.9821, -1.0832, -1.7445], [2.4236, -0.9326, -1.9193], [2.2626, -1.2503, 1.2492], [2.8308, -0.9525, 0.5370], [1.4039, -1.1348, 0.8000]],
  "forces_ev_per_a": [[-0.363, 0.360, 0.104], [0.470, 0.696, -0.949], [-0.552, -0.161, 0.395], [-0.060, 0.382, -0.431], [0.528, -0.637, -0.274], [-0.117, -0.315, 0.518], [0.075, -0.293, 0.669], [0.247, 0.144, 0.020], [-0.351, -0.151, -0.035], [0.104, -0.114, 0.047], [-0.548, -0.118, -1.821], [-0.073, 0.226, 0.404], [0.413, 0.061, 0.266], [-0.679, 0.100, 0.283], [0.261, -0.035, 0.158], [0.643, -0.144, 0.648]]
}

=====

(11)
{
  "formula": "CH10O3S2",
  "method": "wB97M-V/def2-TZVPD",
  "fmax_ev_per_a": 3.5,
  "e_homo_ev": -8.91,
  "smiles": "CSS.O.O.O",
  "total_energy_ev": -29011.4570,
  "homo_lumo_gap_ha": 0.343,
  "symbols": ["C", "S", "S", "H", "H", "H", "H", "O", "H", "H", "O", "H", "H", "O", "H", "H"],
  "xyz": [[0.5648, 2.1455, -0.7291], [1.1215, 1.1413, 0.6567], [1.3837, -0.8057, 0.1420], [0.5722, 3.2139, -0.5147], [-0.5229, 1.9629, -0.9280], [1.2464, 1.9681, -1.4841], [2.4061, -0.7953, -0.7817], [-0.2675, -1.0991, -3.0894], [-0.8580, -1.9393, -3.0328], [-0.7956, -0.4182, -3.4506], [-1.4842, -2.2608, 0.8881], [-2.3886, -2.0205, 1.1420], [-1.0852, -1.4689, 0.6022], [-2.9242, 0.7962, 1.7790], [-2.2433, 0.2566, 2.0854], [-2.3951, 1.5081, 1.3354]],
  "forces_ev_per_a": [[-2.637, -0.060, 1.068], [0.552, 0.795, 1.211], [0.120, -0.263, -0.939], [0.513, -0.079, 0.649], [1.111, -0.289, -0.473], [0.819, -0.356, -2.070], [-0.458, 0.286, 0.603], [-0.425, -3.364, 0.810], [1.488, 2.422, -0.180], [-1.062, 0.965, -0.634], [-1.225, -1.402, 0.786], [0.321, -0.095, -0.165], [0.785, 1.467, -0.709], [-0.677, 2.430, -1.590], [1.736, -1.703, 1.118], [-0.961, -0.755, 0.515]]
}

=====

(12)
{
  "formula": "CH10O3S2",
  "method": "wB97M-V/def2-TZVPD",
  "fmax_ev_per_a": 4.4,
  "e_homo_ev": -9.28,
  "smiles": "CSS.O.O.O",
  "total_energy_ev": -29011.8043,
  "homo_lumo_gap_ha": 0.351,
  "symbols": ["C", "S", "S", "H", "H", "H", "H", "O", "H", "H", "O", "H", "H", "O", "H", "H"],
  "xyz": [[1.8645, -0.5886, 0.6813], [1.6993, -1.6185, -0.7713], [0.6780, -3.1603, 0.0061], [0.9721, -0.1314, 0.9831], [2.4963, 0.2063, 0.4164], [2.3547, -1.0669, 1.5186], [-0.6163, -2.6804, 0.0824], [-0.7707, 0.5372, -2.5232], [-0.7441, -0.1421, -1.7866], [0.0868, 0.9440, -2.7028], [-1.7999, 1.0803, -0.1491], [-2.4458, 0.4443, -0.5386], [-1.5502, 1.5248, -0.9938], [-0.4397, 1.5213, 2.1261], [-1.1926, 2.0776, 2.2788], [-0.5925, 1.0524, 1.3726]],
  "forces_ev_per_a": [[0.849, -0.618, 0.081], [-0.053, 0.444, -0.072], [-1.102, -0.721, 0.313], [-1.414, 0.234, 0.419], [1.051, 1.219, -0.610], [-0.116, -0.478, 0.075], [0.818, -0.106, -0.181], [-0.572, -0.735, 0.520], [0.922, 1.327, -1.444], [0.014, -0.654, 0.456], [-1.006, -0.443, -1.505], [0.420, 0.538, 0.870], [0.149, -0.164, 0.795], [1.699, 1.659, 3.694], [-0.521, 0.228, -0.122], [-1.140, -1.731, -3.290]]
}